Entry 1:
24
Properties=species:S:1:pos:R:3 method="wB97M-V/def2-TZVPD" total_charge=0 energy_ev=-20390.568 e_above_lowest_ev=4.718 homo_ev=-8.2828
C -1.088 -0.970 0.119
C -2.039 -0.218 0.566
C 0.931 -1.941 0.192
C 1.549 -1.085 -0.862
C -0.490 1.334 -0.901
C 0.700 1.212 0.057
C -1.423 0.135 -0.806
C 1.860 0.354 -0.450
C -3.045 0.206 1.541
S 3.112 0.374 0.912
H 1.206 -1.763 1.216
H 0.688 -2.953 -0.080
H 2.491 -1.551 -1.188
H 0.895 -1.055 -1.740
H -1.039 2.248 -0.652
H -0.131 1.442 -1.928
H 1.103 2.208 0.258
H 0.346 0.806 1.007
H -1.990 -0.070 -1.710
H 2.331 0.859 -1.300
H -3.647 1.017 1.132
H -2.566 0.550 2.460
H -3.700 -0.628 1.795
H 3.945 -0.511 0.362

Entry 2:
24
Properties=species:S:1:pos:R:3 method="wB97M-V/def2-TZVPD" total_charge=0 smiles="C1=CCC=C1.CCCC=[Se]" energy_ev=-74902.830 e_above_lowest_ev=1.589 homo_ev=-7.9581
C 1.774 1.190 0.511
C 2.171 0.189 1.428
C 3.020 -0.324 -0.659
C 2.194 0.879 -0.717
C 2.824 -0.821 0.804
C -0.224 -0.662 -1.201
C -2.832 -0.767 0.956
C -1.271 0.290 -0.901
C -1.859 0.386 0.587
Se 0.279 -1.996 -0.030
H 1.310 2.045 0.826
H 1.852 0.311 2.427
H 2.997 -1.212 -1.430
H 4.067 0.018 -0.721
H 2.188 1.529 -1.534
H 3.086 -1.749 1.294
H 0.064 -0.826 -2.254
H -3.626 -0.853 0.288
H -3.157 -0.702 1.939
H -2.306 -1.641 0.860
H -1.051 1.350 -1.235
H -2.000 0.064 -1.699
H -0.946 0.245 1.279
H -2.378 1.317 0.520

Entry 3:
41
Properties=species:S:1:pos:R:3 method="wB97M-V/def2-TZVPD" total_charge=0 energy_ev=-70107.978 e_above_lowest_ev=0.119 homo_ev=-9.4175
Au -1.555 -0.114 -0.914
C -2.738 -1.504 3.091
N -1.644 -0.558 2.897
C -0.484 -0.511 3.625
C 0.232 0.542 3.155
N -0.488 1.141 2.155
B -0.127 2.511 1.469
N 0.718 2.313 0.147
C 2.079 2.430 0.113
C 2.474 2.497 -1.184
N 1.346 2.404 -1.945
C 1.312 2.447 -3.406
C 0.292 2.263 -1.123
S -1.333 2.030 -1.697
C -1.621 0.443 2.003
S -2.826 0.733 0.789
H -2.359 -2.355 3.647
H -3.084 -1.853 2.124
H -3.547 -1.022 3.636
H -0.274 -1.224 4.401
H 1.185 0.928 3.469
H -1.140 3.083 1.192
H 0.588 3.101 2.234
H 2.656 2.498 1.017
H 3.447 2.613 -1.625
H 2.245 2.890 -3.742
H 0.484 3.070 -3.732
H 1.216 1.441 -3.807
F -1.519 -3.934 -0.955
B -1.112 -3.436 0.256
F -1.402 -1.928 0.204
F -1.854 -3.891 1.322
F 0.242 -3.534 0.468
C 1.242 -2.839 -2.396
S 0.977 -1.101 -2.411
O 1.565 -0.592 -3.625
O -0.546 -0.946 -2.485
O 1.442 -0.529 -1.164
H 0.802 -3.247 -3.302
H 0.790 -3.268 -1.508
H 2.319 -2.990 -2.393

Entry 4:
38
Properties=species:S:1:pos:R:3 method="wB97M-V/def2-TZVPD" total_charge=0 energy_ev=-51014.552 e_above_lowest_ev=0.000 homo_ev=-9.5698
Sn -0.262 -0.005 0.498
C 0.640 2.619 2.452
C 1.381 1.553 2.954
C 2.433 1.027 2.217
C 2.733 1.553 0.967
C 1.980 2.605 0.458
C 0.936 3.142 1.202
H -0.185 3.023 3.025
H 1.135 1.130 3.920
H 2.998 0.189 2.602
H 3.535 1.127 0.380
H 2.202 3.004 -0.524
H 0.338 3.947 0.797
C -0.681 -0.144 -4.376
O -1.635 -0.852 -3.559
C -1.421 -0.792 -2.261
O -0.452 -0.218 -1.762
N -2.373 -1.445 -1.566
N -2.402 -1.280 -0.184
H -0.994 -0.325 -5.398
H 0.321 -0.529 -4.203
H -0.712 0.918 -4.146
H -3.215 -1.710 -2.052
H -2.320 -2.181 0.278
H -3.224 -0.752 0.096
C 2.055 -3.981 1.203
S 1.133 -2.514 0.890
O 2.039 -1.521 0.308
O 0.570 -2.043 2.162
O 0.058 -2.843 -0.053
H 2.811 -3.749 1.948
H 2.514 -4.288 0.266
H 1.366 -4.739 1.568
F -1.363 2.137 -0.548
B -2.689 2.061 -0.032
F -3.189 3.284 0.297
F -2.573 1.216 1.141
F -3.488 1.378 -0.964

Entry 5:
28
Properties=species:S:1:pos:R:3 method="wB97M-V/def2-TZVPD" total_charge=0 smiles="CO[C@@]1(C)C=CC=C(C)[C@H]1B(O)O" energy_ev=-16394.793 e_above_lowest_ev=0.508 homo_ev=-7.8388
B -0.954 -0.241 1.561
C -1.025 1.502 -1.554
C -0.107 2.178 -0.728
C -1.146 0.142 -1.500
C 0.526 1.562 0.269
C 0.267 0.117 0.606
C -0.059 -0.594 -0.713
C 1.394 2.401 1.188
C 1.151 -0.604 -1.703
C 0.099 -2.899 0.135
O -0.854 -1.255 2.411
O -2.133 0.357 1.270
O -0.715 -1.910 -0.466
H -1.912 2.028 -1.743
H 0.061 3.257 -0.998
H -1.791 -0.377 -2.249
H 1.286 -0.302 0.973
H 0.985 2.443 2.104
H 1.818 3.411 0.752
H 2.307 1.878 1.417
H 2.140 -1.091 -1.381
H 1.519 0.511 -1.754
H 0.883 -1.082 -2.729
H -0.434 -3.894 0.167
H 0.398 -2.455 1.118
H 0.888 -3.097 -0.541
H -1.638 -1.850 2.609
H -2.954 -0.136 1.480

Entry 6:
30
Properties=species:S:1:pos:R:3 method="wB97M-V/def2-TZVPD" total_charge=+2 energy_ev=-26455.024 spin_multiplicity=6 e_above_lowest_ev=0.000 homo_ev="-15.9058 / -16.0577"
C 0.474 -4.163 -2.320
C 1.790 -3.581 -2.650
H 0.580 -5.227 -2.088
H -0.247 -4.100 -3.145
H -0.029 -3.683 -1.464
H 1.974 -2.578 -2.242
H 2.625 -4.245 -2.351
H 1.911 -3.508 -3.742
Ir -0.185 0.357 -0.285
C -0.554 0.287 -2.194
H 0.204 0.880 -2.720
H -1.547 0.713 -2.386
H -0.528 -0.751 -2.543
I 0.928 -1.509 1.000
N 0.923 3.401 2.180
C 2.103 3.322 1.427
C 1.899 2.382 0.459
N 0.601 1.912 0.612
C 0.009 2.531 1.643
C -1.231 1.916 1.952
N -1.461 0.890 1.116
C -2.538 0.142 1.577
C -2.974 0.722 2.725
N -2.148 1.829 2.975
H 0.737 4.018 2.966
H 2.979 3.907 1.649
H 2.525 1.961 -0.307
H -2.827 -0.744 1.031
H -3.775 0.428 3.391
H -2.217 2.491 3.734

Entry 7:
26
Properties=species:S:1:pos:R:3 method="wB97M-V/def2-TZVPD" total_charge=+1 smiles="C=C1C=C[NH+]=CN1C(C)(C)C" energy_ev=-12546.721 e_above_lowest_ev=3.166 homo_ev=-12.5960
C -2.742 0.673 0.090
C -3.157 -0.609 0.006
C -0.875 -1.356 0.044
C -1.432 1.189 0.100
C -0.864 2.377 0.278
C 1.891 -1.458 -0.121
C 1.528 0.681 -1.303
C 1.709 0.419 1.315
C 1.228 -0.099 -0.024
N -0.266 -0.221 0.004
N -2.180 -1.561 -0.060
H -3.420 1.522 0.175
H -4.170 -0.845 -0.014
H -0.183 -2.125 -0.145
H 0.222 2.297 0.132
H -1.393 3.229 -0.084
H 1.772 -2.086 0.842
H 1.642 -2.050 -0.940
H 3.041 -1.350 -0.460
H 0.691 1.168 -1.588
H 1.815 -0.203 -2.036
H 2.341 1.335 -1.166
H 1.792 1.504 1.555
H 0.930 0.115 2.136
H 2.635 -0.038 1.430
H -2.553 -2.509 -0.168

Entry 8:
28
Properties=species:S:1:pos:R:3 method="wB97M-V/def2-TZVPD" total_charge=+1 smiles="CC1(C)C[C@@]2(C)COC(C(N)=O)=[N+]12" energy_ev=-16641.984 e_above_lowest_ev=3.197 homo_ev=-14.3481
C 3.018 0.332 0.425
C 1.715 -0.350 0.002
C -1.237 -0.201 -0.819
C 0.482 -2.263 -0.788
C -0.433 -1.165 -0.006
C -0.599 1.100 -0.225
C -1.013 -1.626 1.339
C -1.218 1.829 0.883
C 0.070 2.068 -1.234
N 4.035 -0.477 0.482
N 0.511 0.099 0.399
O 2.988 1.536 0.639
O 1.691 -1.509 -0.600
H -0.976 -0.212 -1.833
H -2.395 -0.388 -0.816
H 0.727 -3.170 -0.228
H 0.216 -2.512 -1.771
H -0.152 -1.519 2.017
H -1.425 -2.722 1.131
H -1.812 -0.865 1.704
H -1.483 1.263 1.836
H -2.289 2.347 0.621
H -0.488 2.711 1.288
H 0.464 1.562 -2.192
H 0.831 2.663 -0.685
H -0.825 2.605 -1.615
H 3.823 -1.496 0.228
H 4.867 -0.297 1.066

Entry 9:
31
Properties=species:S:1:pos:R:3 method="wB97M-V/def2-TZVPD" total_charge=0 smiles="NC(=O)C[C@H](NC(=O)[C@@H]1CCCN1)C(=O)O" energy_ev=-22236.138 e_above_lowest_ev=1.802 homo_ev=-8.8796
C -1.695 -1.182 0.227
C -0.244 -1.417 -0.128
C -2.583 -0.750 -1.096
C -3.144 0.568 -0.642
C -3.264 0.398 0.820
C 1.994 -0.300 -0.089
C 2.590 -1.804 0.278
C 2.684 0.909 0.604
C 1.990 2.177 0.111
H -1.843 -0.175 2.291
H -2.141 -2.189 0.472
H -1.956 -0.595 -1.937
H -3.343 -1.521 -1.232
H -4.168 0.672 -1.052
H -2.694 1.485 -1.062
H -3.857 -0.389 1.114
H -3.688 1.238 1.326
H 0.204 0.371 0.821
H 2.054 -0.163 -1.159
H 2.500 0.833 1.612
H 3.791 0.741 0.430
H 2.163 3.748 -1.200
H 3.353 2.603 -1.476
H 3.609 -3.200 -0.402
N -1.932 -0.029 1.232
N 0.558 -0.365 0.234
N 2.462 2.829 -0.987
O 0.074 -2.511 -0.487
O 2.537 -2.122 1.387
O 0.991 2.659 0.735
O 2.999 -2.517 -0.744

Entry 10:
33
Properties=species:S:1:pos:R:3 method="wB97M-V/def2-TZVPD" total_charge=0 smiles="NC(=O)C[C@H](N)C(=O)N[C@@H](CCC(=O)O)C(=O)O" energy_ev=-26331.849 e_above_lowest_ev=2.530 homo_ev=-8.9070
C -2.039 -0.153 0.094
C -0.617 0.022 0.616
C -2.870 -0.543 1.363
C -2.944 0.540 2.455
C 1.688 0.842 0.059
C 2.170 1.938 -0.951
C 2.442 -0.418 -0.030
C 2.492 -1.154 -1.380
C 1.101 -1.273 -2.085
H -2.970 -1.475 -1.039
H -1.298 -1.523 -1.301
H -2.379 0.686 -0.495
H -2.325 -1.353 1.830
H -3.795 -0.987 1.220
H -1.171 -0.052 3.533
H -2.236 1.365 4.056
H -0.196 1.184 -0.910
H 1.763 1.135 1.038
H 2.100 -1.058 0.768
H 3.389 0.022 0.334
H 2.948 -2.195 -1.327
H 3.114 -0.451 -2.077
H 0.043 -0.605 -3.428
H 3.467 2.983 -1.558
N -2.080 -1.408 -0.709
N -2.100 0.500 3.535
N 0.247 0.607 -0.252
O -0.198 -0.441 1.689
O -3.894 1.216 2.512
O 1.487 2.233 -1.955
O 0.286 -2.070 -1.687
O 0.978 -0.543 -3.168
O 3.394 2.428 -0.750

Entry 11:
33
Properties=species:S:1:pos:R:3 method="wB97M-V/def2-TZVPD" total_charge=0 smiles="NC(=O)C[C@H](NC(=O)[C@@H](N)CCC(=O)O)C(=O)O" energy_ev=-26328.459 e_above_lowest_ev=5.921 homo_ev=-9.6170
C -2.108 -1.074 -0.703
C -0.579 -1.169 -0.626
C -2.475 -0.545 0.773
C -3.822 0.328 0.555
C -3.196 1.832 0.105
C 1.621 -0.334 -0.043
C 1.941 -0.817 1.234
C 2.224 0.900 -0.477
C 3.627 1.024 -0.737
H -2.923 -2.643 -1.940
H -2.984 -2.873 -0.260
H -2.504 -0.329 -1.397
H -2.946 -1.484 1.101
H -1.607 -0.119 1.291
H -4.348 0.508 1.477
H -4.554 -0.300 -0.139
H -4.979 2.565 0.133
H -0.495 0.663 0.219
H 1.904 -1.038 -0.886
H 1.665 1.285 -1.289
H 1.796 1.746 0.206
H 4.531 1.490 1.181
H 5.375 1.253 -0.151
H 0.938 -2.349 0.747
N -2.968 -2.197 -0.944
N 0.198 -0.167 -0.024
N 4.484 1.808 0.206
O -0.170 -2.260 -1.001
O -1.936 1.809 -0.224
O -4.015 2.865 0.210
O 2.855 -0.332 1.893
O 3.960 0.496 -1.881
O 1.271 -1.997 1.573

Entry 12:
28
Properties=species:S:1:pos:R:3 method="wB97M-V/def2-TZVPD" total_charge=0 energy_ev=-24877.645 e_above_lowest_ev=5.445 homo_ev=-8.1256
C 1.981 2.438 0.209
C -2.960 0.861 0.677
C 0.565 -2.288 0.544
C -0.152 -1.654 -0.676
C 1.109 -1.176 1.429
C 0.986 -0.784 -1.401
C 2.172 -0.368 0.673
C -0.063 1.957 -1.088
C 1.099 1.518 -0.527
N 2.628 3.202 0.775
N 1.518 0.185 -0.479
N -3.030 2.079 0.148
S -4.399 0.041 0.123
H -0.225 -2.814 1.078
H 1.333 -2.927 0.232
H -0.502 -2.334 -1.518
H -0.841 -1.072 -0.224
H 0.291 -0.663 1.965
H 1.627 -1.632 2.402
H 1.898 -1.423 -1.483
H 0.693 -0.367 -2.350
H 2.436 0.477 1.362
H 2.934 -0.986 0.422
H -0.322 3.029 -1.224
H -0.613 1.098 -1.534
H -4.160 -1.299 0.605
H -2.356 2.765 0.461
H -3.646 2.138 -0.603

Entry 13:
34
Properties=species:S:1:pos:R:3 method="wB97M-V/def2-TZVPD" total_charge=+2 energy_ev=-71709.676 e_above_lowest_ev=0.877 homo_ev=-13.9498
Sc -0.966 -0.858 -0.260
S -0.329 -1.370 1.954
C -1.468 -2.710 2.169
C -1.809 -2.982 3.532
N -2.060 -3.144 4.643
C -2.003 -3.425 1.151
S -1.668 -3.144 -0.560
C -2.908 -4.499 1.430
N -3.644 -5.354 1.652
S -0.470 1.667 -0.406
C -0.786 2.502 1.078
N -1.091 1.984 2.253
C -1.238 3.022 3.291
C -1.139 4.325 2.470
N -0.742 3.822 1.144
H -1.090 0.991 2.444
H -0.437 2.933 4.021
H -2.193 2.919 3.798
H -0.387 5.003 2.863
H -2.090 4.848 2.405
H -0.627 4.401 0.329
N 3.250 -0.354 -4.474
C 2.752 -1.120 -3.271
C 1.418 -0.562 -2.770
N 0.898 -1.343 -1.634
H 4.156 -0.717 -4.784
H 3.378 0.641 -4.270
H 2.608 -0.428 -5.267
H 3.527 -1.048 -2.509
H 2.658 -2.160 -3.578
H 0.676 -0.593 -3.571
H 1.528 0.477 -2.456
H 1.607 -1.425 -0.904
H 0.689 -2.302 -1.911

Entry 14:
29
Properties=species:S:1:pos:R:3 method="wB97M-V/def2-TZVPD" total_charge=0 energy_ev=-33868.802 homo_ev=-8.5064
C -0.012 -3.037 -0.508
C 1.265 -2.828 -0.839
C -1.033 -2.087 -0.183
C 2.021 -1.607 -0.844
C -0.830 -0.835 0.126
C 1.616 -0.452 -0.298
C -3.587 0.506 0.487
C -1.151 1.358 -1.511
C -1.047 2.041 1.684
N 3.736 0.356 1.020
O 3.221 1.305 -1.311
O 1.798 1.939 0.646
Si -1.666 0.944 0.304
S 2.590 0.973 -0.086
H -0.381 -4.112 -0.542
H 1.780 -3.737 -1.193
H -1.991 -2.404 -0.119
H 3.122 -1.554 -1.123
H -3.786 -0.590 0.647
H -3.879 1.003 1.441
H -4.065 0.866 -0.418
H -1.133 0.307 -1.917
H -2.008 1.880 -2.024
H -0.106 1.792 -1.594
H -1.987 2.394 2.271
H -0.247 1.551 2.199
H -0.673 2.939 1.148
H 4.646 0.201 0.673
H 3.786 0.887 1.865

Entry 15:
26
Properties=species:S:1:pos:R:3 method="wB97M-V/def2-TZVPD" total_charge=+1 energy_ev=-20345.305 e_above_lowest_ev=1.724 homo_ev="-11.6571 / -12.8413"
C -0.603 1.155 -3.710
C 0.253 2.036 -2.984
C -1.448 0.277 -2.986
C 0.132 2.188 -1.639
C -1.538 0.378 -1.656
C -0.771 1.367 -0.913
C -0.187 -2.474 1.326
C 0.076 -0.802 3.612
C 1.815 -0.477 1.209
N -1.060 1.475 0.336
P 0.121 -0.803 1.725
H -0.455 0.862 -4.781
H 0.949 2.816 -3.469
H -1.514 -0.731 -3.522
H 0.751 2.847 -1.030
H -1.909 -0.359 -1.009
H -1.184 -2.728 1.694
H 0.658 -3.006 1.799
H -0.149 -2.718 0.190
H 0.873 -1.451 3.918
H -0.939 -1.088 3.877
H 0.263 0.266 3.985
H 1.969 -0.951 0.240
H 2.579 -0.750 1.935
H 1.814 0.601 0.997
H -0.495 2.072 0.856

Entry 16:
26
Properties=species:S:1:pos:R:3 method="wB97M-V/def2-TZVPD" total_charge=0 energy_ev=-18939.576 e_above_lowest_ev=5.336 homo_ev="-8.5323 / -8.5305"
C -1.803 0.953 3.138
C -1.674 0.980 1.920
C 1.347 0.281 1.368
C -2.005 0.851 4.511
C 2.631 -1.204 -2.068
C -0.494 -1.392 -2.183
C 0.675 1.198 -2.411
C -1.458 0.697 0.599
C 0.552 -0.523 0.448
N 1.921 0.986 2.040
Si 0.909 -0.400 -1.427
H -1.541 1.674 5.171
H -1.631 -0.158 4.952
H -3.149 0.830 4.725
H 2.672 -2.294 -1.709
H 2.786 -1.245 -3.181
H 3.506 -0.608 -1.578
H -1.440 -1.075 -1.857
H -0.361 -1.224 -3.241
H -0.374 -2.392 -1.820
H -0.426 1.224 -2.582
H 1.201 2.064 -2.074
H 1.183 0.984 -3.409
H -1.280 1.401 -0.223
H -2.120 -0.076 0.178
H 0.373 -1.534 0.713